(1)
{
  "formula": "C88H174F3NaO23",
  "method": "ωB97M-V with the def2-TZVPD basis set",
  "symbols": ["Na", "C", "O", "O", "C", "F", "F", "F", "C", "C", "H", "H", "H", "H", "H", "H", "C", "C", "C", "O", "C", "H", "H", "H", "H", "H", "H", "H", "H", "C", "C", "C", "O", "C", "H", "H", "H", "H", "H", "H", "H", "H", "C", "C", "C", "O", "C", "H", "H", "H", "H", "H", "H", "H", "H", "C", "C", "C", "O", "C", "H", "H", "H", "H", "H", "H", "H", "H", "C", "C", "C", "O", "C", "H", "H", "H", "H", "H", "H", "H", "H", "C", "C", "C", "O", "C", "H", "H", "H", "H", "H", "H", "H", "H", "C", "C", "C", "O", "C", "H", "H", "H", "H", "H", "H", "H", "H", "C", "C", "C", "O", "C", "H", "H", "H", "H", "H", "H", "H", "H", "C", "C", "C", "O", "C", "H", "H", "H", "H", "H", "H", "H", "H", "C", "C", "C", "O", "C", "H", "H", "H", "H", "H", "H", "H", "H", "C", "C", "C", "O", "C", "H", "H", "H", "H", "H", "H", "H", "H", "C", "C", "C", "O", "C", "H", "H", "H", "H", "H", "H", "H", "H", "C", "C", "C", "O", "C", "H", "H", "H", "H", "H", "H", "H", "H", "C", "C", "C", "O", "C", "H", "H", "H", "H", "H", "H", "H", "H", "C", "C", "C", "O", "C", "H", "H", "H", "H", "H", "H", "H", "H", "C", "C", "C", "O", "C", "H", "H", "H", "H", "H", "H", "H", "H", "C", "C", "C", "O", "C", "H", "H", "H", "H", "H", "H", "H", "H", "C", "C", "C", "O", "C", "H", "H", "H", "H", "H", "H", "H", "H", "C", "C", "C", "O", "C", "H", "H", "H", "H", "H", "H", "H", "H", "C", "C", "C", "O", "C", "H", "H", "H", "H", "H", "H", "H", "H", "C", "C", "C", "O", "C", "H", "H", "H", "H", "H", "H", "H", "H"],
  "positions_angstrom": [[-3.608, 1.063, 2.243], [-0.650, -0.428, 1.594], [-0.314, 0.789, 0.862], [-1.677, -0.251, 2.364], [-0.824, -1.551, 0.551], [-1.406, -2.646, 1.108], [-1.747, -1.217, -0.417], [0.246, -1.984, -0.202], [0.982, 0.918, 0.277], [1.137, 2.351, -0.255], [1.112, 3.138, 0.534], [1.988, 2.489, -0.907], [0.265, 2.554, -0.864], [1.144, 0.253, -0.554], [1.709, 0.837, 1.102], [0.351, -0.814, 2.141], [-0.272, -0.331, -3.174], [-1.390, 0.156, -4.066], [-0.761, 1.309, -4.882], [0.678, 1.231, -4.641], [0.979, -0.003, -3.986], [-0.393, -1.394, -2.929], [-0.319, 0.151, -2.169], [-2.303, 0.469, -3.554], [-1.671, -0.591, -4.786], [-1.064, 2.256, -4.436], [-0.972, 1.200, -5.966], [1.819, 0.148, -3.306], [1.247, -0.779, -4.716], [1.814, 0.992, 3.839], [2.559, 2.306, 3.736], [3.695, 1.904, 2.796], [4.033, 0.534, 3.104], [2.826, -0.097, 3.455], [1.030, 0.920, 3.128], [1.319, 0.832, 4.784], [2.950, 2.672, 4.697], [1.911, 3.109, 3.385], [4.578, 2.491, 2.942], [3.419, 1.907, 1.747], [3.046, -0.865, 4.228], [2.461, -0.620, 2.562], [0.744, 0.903, 7.686], [0.498, 2.423, 7.692], [-0.736, 2.514, 8.616], [-1.332, 1.216, 8.599], [-0.261, 0.259, 8.652], [1.757, 0.607, 7.967], [0.554, 0.457, 6.703], [0.322, 2.819, 6.691], [1.333, 3.011, 8.121], [-1.475, 3.254, 8.301], [-0.464, 2.760, 9.635], [-0.522, -0.726, 8.279], [0.182, 0.180, 9.660], [-0.598, 4.212, 3.963], [-1.588, 5.259, 3.461], [-2.852, 4.424, 3.413], [-2.447, 3.045, 3.098], [-0.994, 2.951, 3.164], [-0.651, 3.967, 5.019], [0.404, 4.585, 3.742], [-1.306, 5.582, 2.471], [-1.657, 6.112, 4.164], [-3.523, 4.807, 2.647], [-3.421, 4.377, 4.341], [-0.662, 3.110, 2.153], [-0.791, 2.006, 3.642], [2.278, 4.404, -5.388], [3.180, 3.259, -4.940], [2.814, 3.080, -3.468], [2.348, 4.360, -3.004], [2.218, 5.260, -4.135], [1.363, 3.944, -5.745], [2.732, 5.015, -6.144], [4.245, 3.503, -5.018], [3.002, 2.316, -5.452], [3.672, 2.681, -2.958], [2.038, 2.335, -3.322], [3.110, 5.932, -4.110], [1.258, 5.769, -4.013], [-3.957, -1.380, 5.821], [-3.240, -0.220, 6.497], [-3.036, 0.814, 5.382], [-4.270, 0.683, 4.550], [-4.691, -0.718, 4.652], [-4.697, -1.838, 6.469], [-3.352, -2.222, 5.480], [-2.298, -0.598, 6.899], [-3.796, 0.189, 7.327], [-2.151, 0.604, 4.734], [-3.081, 1.909, 5.602], [-4.424, -1.201, 3.706], [-5.755, -0.734, 4.842], [0.509, -3.189, -5.726], [1.841, -3.666, -5.041], [2.001, -5.082, -5.593], [0.712, -5.581, -5.872], [0.036, -4.437, -6.503], [0.587, -2.373, -6.417], [-0.191, -2.932, -4.911], [1.751, -3.771, -3.970], [2.709, -3.036, -5.250], [2.497, -5.779, -4.911], [2.640, -5.043, -6.489], [-1.047, -4.654, -6.432], [0.345, -4.279, -7.525], [3.053, -6.650, -1.543], [1.730, -7.154, -2.134], [2.160, -8.539, -2.673], [3.020, -9.038, -1.624], [3.808, -7.926, -1.164], [2.987, -6.064, -0.619], [3.623, -6.052, -2.266], [1.311, -6.545, -2.953], [0.988, -7.163, -1.351], [2.719, -8.427, -3.593], [1.373, -9.297, -2.816], [4.800, -8.007, -1.650], [3.956, -8.072, -0.075], [0.327, -3.034, 4.119], [0.026, -4.179, 5.154], [-0.696, -3.463, 6.325], [-0.375, -2.081, 6.157], [-0.459, -1.905, 4.725], [0.033, -3.286, 3.108], [1.383, -2.821, 4.144], [0.937, -4.721, 5.473], [-0.640, -4.946, 4.704], [-0.343, -3.763, 7.291], [-1.774, -3.623, 6.242], [-0.139, -0.932, 4.400], [-1.496, -1.917, 4.389], [3.429, -2.970, -1.066], [3.747, -2.112, 0.150], [4.032, -0.725, -0.373], [3.422, -0.700, -1.689], [2.831, -1.967, -2.001], [2.694, -3.743, -0.938], [4.320, -3.410, -1.517], [4.538, -2.463, 0.791], [2.879, -2.094, 0.812], [5.121, -0.480, -0.456], [3.627, 0.041, 0.251], [3.121, -2.102, -3.038], [1.740, -1.985, -1.949], [6.550, 0.493, -6.005], [5.831, 0.531, -4.664], [4.661, -0.436, -4.812], [4.839, -1.169, -6.015], [6.096, -0.852, -6.593], [7.666, 0.565, -6.029], [6.247, 1.294, -6.703], [5.509, 1.579, -4.498], [6.488, 0.227, -3.835], [3.683, 0.044, -4.890], [4.650, -1.178, -3.994], [6.002, -0.811, -7.691], [6.784, -1.665, -6.235], [0.900, 5.801, -0.385], [0.587, 7.213, -0.849], [-0.891, 7.360, -0.643], [-1.433, 6.035, -0.693], [-0.375, 5.063, -0.832], [0.955, 5.596, 0.705], [1.756, 5.342, -0.879], [0.867, 7.378, -1.887], [1.197, 7.918, -0.285], [-1.415, 7.909, -1.419], [-1.139, 7.817, 0.326], [-0.309, 4.835, -1.906], [-0.604, 4.164, -0.254], [-1.978, -5.746, -3.767], [-1.645, -4.730, -2.656], [-2.474, -5.134, -1.431], [-3.493, -5.999, -1.935], [-2.860, -6.708, -2.984], [-1.101, -6.262, -4.164], [-2.414, -5.317, -4.659], [-1.941, -3.749, -2.957], [-0.574, -4.745, -2.490], [-2.958, -4.301, -0.893], [-1.842, -5.688, -0.751], [-3.652, -7.206, -3.533], [-2.161, -7.397, -2.500], [-4.072, 2.433, -2.125], [-2.797, 3.199, -1.686], [-2.869, 3.083, -0.156], [-4.011, 2.293, 0.123], [-4.272, 1.488, -1.011], [-3.943, 1.908, -3.074], [-4.911, 3.131, -2.190], [-2.876, 4.192, -2.064], [-1.936, 2.690, -2.119], [-3.026, 4.072, 0.278], [-1.997, 2.511, 0.155], [-5.284, 1.105, -0.887], [-3.636, 0.622, -1.034], [1.951, 7.057, 3.571], [3.152, 6.170, 3.137], [3.702, 7.002, 1.966], [3.344, 8.393, 2.219], [2.600, 8.429, 3.477], [1.656, 6.938, 4.659], [1.053, 6.894, 2.918], [2.890, 5.173, 2.778], [3.855, 6.095, 3.959], [3.198, 6.691, 1.043], [4.769, 6.929, 1.948], [1.959, 9.296, 3.396], [3.225, 8.617, 4.356], [0.527, -6.994, 1.398], [0.830, -5.495, 1.230], [2.174, -5.400, 1.918], [2.860, -6.637, 1.609], [1.909, -7.672, 1.509], [-0.083, -7.416, 0.610], [-0.045, -7.162, 2.320], [0.095, -4.856, 1.715], [0.855, -5.252, 0.159], [2.159, -5.292, 2.968], [2.762, -4.541, 1.546], [1.932, -8.383, 2.408], [2.150, -8.243, 0.615], [5.572, 3.821, -1.107], [6.968, 4.040, -0.571], [6.666, 4.243, 0.934], [5.261, 4.414, 1.057], [4.707, 4.643, -0.201], [5.344, 2.749, -0.950], [5.486, 4.047, -2.162], [7.439, 4.913, -1.001], [7.604, 3.156, -0.636], [7.190, 5.091, 1.333], [7.071, 3.464, 1.626], [4.709, 5.684, -0.550], [3.674, 4.350, -0.229], [-4.193, -6.013, 2.090], [-2.848, -5.404, 2.456], [-3.182, -4.127, 3.257], [-4.567, -3.916, 2.979], [-5.126, -5.247, 2.980], [-4.137, -7.057, 2.327], [-4.413, -5.883, 1.024], [-2.234, -5.151, 1.593], [-2.198, -6.002, 3.106], [-2.665, -3.204, 2.924], [-2.996, -4.231, 4.338], [-6.164, -5.202, 2.707], [-5.147, -5.604, 4.014], [-6.252, -2.461, 0.827], [-7.053, -1.982, 2.012], [-6.860, -0.465, 1.917], [-5.545, -0.299, 1.393], [-5.049, -1.499, 0.750], [-6.963, -2.398, -0.007], [-5.778, -3.434, 0.823], [-6.568, -2.330, 2.912], [-8.095, -2.300, 2.070], [-6.842, 0.086, 2.860], [-7.688, -0.074, 1.274], [-4.155, -1.909, 1.258], [-4.798, -1.251, -0.249], [-2.384, 5.381, -4.812], [-2.495, 6.458, -3.773], [-1.197, 7.252, -4.028], [-0.965, 7.248, -5.417], [-1.636, 6.063, -5.956], [-3.351, 5.046, -5.226], [-1.882, 4.438, -4.480], [-2.541, 6.090, -2.758], [-3.346, 7.098, -3.954], [-0.333, 6.823, -3.497], [-1.288, 8.281, -3.637], [-0.912, 5.370, -6.352], [-2.239, 6.454, -6.762], [-6.046, -2.698, -3.304], [-4.632, -3.120, -3.734], [-3.750, -2.228, -2.883], [-4.425, -0.943, -2.966], [-5.857, -1.174, -3.104], [-6.335, -3.145, -2.360], [-6.806, -2.816, -4.099], [-4.553, -2.828, -4.769], [-4.378, -4.176, -3.550], [-2.780, -1.992, -3.342], [-3.551, -2.520, -1.843], [-6.194, -0.510, -3.926], [-6.314, -0.783, -2.225]],
  "orbital_gap_ev": 8.67,
  "total_energy_ev": -153731.6859,
  "mol_weight_da": 1680.32,
  "lumo_energy_ha": 0.010,
  "homo_energy_ha": -0.3086
}



(2)
{
  "formula": "C8F11NO4S3SbSe4W",
  "method": "ωB97M-V with the def2-TZVPD basis set",
  "symbols": ["W", "Se", "Sb", "Se", "Se", "Se", "F", "C", "C", "F", "C", "F", "C", "S", "C", "F", "C", "F", "F", "C", "F", "F", "S", "O", "O", "N", "S", "O", "O", "C", "F", "F", "F"],
  "positions_angstrom": [[0.836, -1.871, 1.593], [1.437, -7.032, 3.084], [0.851, -4.796, 2.534], [2.518, -3.683, 0.989], [-1.217, -3.672, 1.830], [1.196, -2.883, 4.098], [-4.940, 2.614, -1.707], [-3.835, 1.879, -1.821], [-3.629, 0.798, -0.983], [-4.538, 0.497, -0.057], [-2.486, 0.031, -1.106], [-2.324, -1.010, -0.307], [-1.510, 0.350, -2.047], [-0.152, 0.864, 1.039], [-1.755, 1.412, -2.909], [-0.900, 1.691, -3.890], [-2.899, 2.179, -2.793], [-3.109, 3.197, -3.631], [1.120, 2.109, -2.106], [1.764, 0.958, -2.283], [3.019, 1.108, -1.874], [1.791, 0.672, -3.589], [1.001, -0.457, -1.325], [0.145, -2.086, 0.048], [-0.421, -0.467, -2.223], [1.054, 0.260, 0.062], [2.103, 0.350, 3.612], [-0.407, -0.394, 2.057], [2.174, -0.644, 2.347], [3.082, 1.712, 2.947], [4.411, 1.536, 3.076], [2.856, 1.969, 1.662], [2.764, 2.806, 3.673]],
  "total_charge": -1,
  "orbital_gap_ev": [5.41, 5.42],
  "total_energy_ev": -350122.7386,
  "mol_weight_da": 1100.71,
  "lumo_energy_ha": [0.011, 0.011],
  "de_lowest_kcal_mol": 81.2,
  "homo_energy_ha": [-0.1881, -0.1881]
}



(3)
{
  "formula": "C8H10",
  "method": "ωB97M-V with the def2-TZVPD basis set",
  "symbols": ["C", "C", "C", "C", "C", "C", "C", "C", "H", "H", "H", "H", "H", "H", "H", "H", "H", "H"],
  "positions_angstrom": [[-1.178, 1.324, -0.211], [0.105, 1.628, -0.146], [1.169, 0.725, 0.379], [2.094, -0.089, -0.452], [1.053, -0.786, 0.366], [-0.032, -1.655, -0.149], [-1.308, -1.274, -0.177], [-1.874, 0.081, 0.226], [-1.724, 2.187, -0.733], [0.384, 2.680, -0.324], [1.552, 1.108, 1.358], [2.017, -0.014, -1.545], [3.099, -0.171, -0.077], [1.408, -1.166, 1.299], [0.269, -2.666, -0.443], [-2.059, -2.009, -0.620], [-2.037, 0.018, 1.348], [-2.936, 0.079, -0.102]],
  "orbital_gap_ev": 10.12,
  "total_energy_ev": -8455.7321,
  "smiles": "C1=C[C@@H]2C[C@@H]2C=CC1",
  "mol_weight_da": 106.17,
  "lumo_energy_ha": 0.043,
  "de_lowest_kcal_mol": 58.5,
  "homo_energy_ha": -0.3294
}



(4)
{
  "formula": "C8H10",
  "method": "ωB97M-V with the def2-TZVPD basis set",
  "symbols": ["C", "C", "C", "C", "C", "C", "H", "H", "H", "H", "H", "H", "C", "C", "H", "H", "H", "H"],
  "positions_angstrom": [[-0.800, 1.550, -0.878], [-0.195, 1.544, -2.110], [0.153, 0.379, -2.723], [-0.092, -0.926, -2.238], [-0.474, -0.824, -0.812], [-1.005, 0.349, -0.285], [-1.192, 2.385, -0.569], [0.409, 2.423, -2.535], [0.769, 0.578, -3.574], [0.137, -1.883, -2.689], [-0.751, -1.748, -0.241], [-1.581, 0.191, 0.655], [0.857, -1.389, 2.869], [0.812, 0.002, 3.109], [0.310, -1.763, 2.095], [1.489, -1.989, 3.534], [0.138, 0.469, 2.370], [1.018, 0.652, 4.021]],
  "orbital_gap_ev": 10.29,
  "total_energy_ev": -8455.0618,
  "smiles": "c1ccccc1.C=C",
  "mol_weight_da": 106.17,
  "lumo_energy_ha": 0.037,
  "de_lowest_kcal_mol": 74.0,
  "homo_energy_ha": -0.3413
}